No. 1
The following is a DFT calculation (the ωB97M-V functional and the def2-TZVPD basis) of a 2-piece molecular cluster, C4H12N3 overall in a non-equilibrium geometry.

Output
Total charge: +1
Spin multiplicity: 1
Energy in Ha: -323.605532
LUMO energy in hartree: -0.1495
Highest occupied orbital energy in eV: -11.4
ΔE to the lowest compared entry with this formula, charge and spin in kcal/mol: 45.6

Last column: Löwdin charge in e.
Geometry (Å):
C -1.604 1.621 -1.354  -0.118
C -0.124 1.160 -1.412  -0.208
C 0.207 -0.083 -1.889  -0.239
N 1.511 -0.647 -1.862  0.020
H -2.158 0.965 -2.122  0.097
H -2.019 1.628 -0.314  0.063
H -1.567 2.656 -1.777  0.076
H 0.674 1.833 -1.078  0.096
H -0.626 -0.682 -2.250  0.108
H 1.494 -1.690 -1.886  0.096
H 2.160 -0.229 -1.208  0.078
N 0.684 -1.720 1.515  0.207
C 0.160 -0.556 1.821  -0.130
N 0.038 -0.097 3.069  0.205
H 0.852 -2.463 2.211  0.165
H 0.798 -1.893 0.532  0.107
H -0.190 0.046 1.004  0.126
H -0.225 0.849 3.145  0.118
H -0.064 -0.697 3.858  0.134

=====

No. 2
The following is a DFT calculation (the ωB97M-V functional and the def2-TZVPD basis) of one molecule with the formula C2H3O2P in a non-equilibrium geometry.

Output
SMILES: C#COPO
Spin multiplicity: 1
Energy in Ha: -569.702495
LUMO energy in hartree: 0.0104
Highest occupied orbital energy in eV: -9.6
ΔE to the lowest compared entry with this formula, charge and spin in kcal/mol: 81.8

Last column: Löwdin charge in e.
Geometry (Å):
C -1.077 -0.103 -2.361  0.062
C -0.336 0.001 -1.415  -0.105
O 0.902 0.308 -0.396  -0.400
P 0.759 -0.506 0.942  0.760
O 0.187 0.539 2.145  -0.372
H -1.936 -0.467 -2.948  0.052
H 1.990 0.023 1.275  -0.035
H -0.490 0.205 2.759  0.038

=====

No. 3
The following is a DFT calculation (the ωB97M-V functional and the def2-TZVPD basis) of a 3-piece molecular cluster, C13H29FO7 overall.

Output
SMILES: CC(C)COC(=O)OF.COCCOC.COCCOC
Spin multiplicity: 1
Energy in Ha: -1139.043775
LUMO energy in hartree: -0.0052
Highest occupied orbital energy in eV: -9.3

Last column: Löwdin charge in e.
Geometry (Å):
C -1.902 0.288 -0.423  -0.059
C -3.218 0.884 -0.941  -0.384
C -2.944 2.086 -1.879  -0.050
C -4.049 -0.161 -1.674  -0.124
O -4.930 -0.902 -0.792  0.060
C -5.876 -0.192 -0.200  -0.560
O -6.204 -0.264 0.939  0.198
O -6.600 0.569 -1.139  0.082
F -6.478 1.912 -0.670  -0.009
H -1.245 0.006 -1.245  0.081
H -2.137 -0.565 0.215  0.080
H -1.423 1.031 0.216  0.082
H -3.752 1.276 -0.073  0.134
H -1.921 2.435 -1.746  0.068
H -3.632 2.904 -1.670  0.078
H -3.067 1.815 -2.929  0.077
H -4.638 0.293 -2.471  0.122
H -3.401 -0.907 -2.131  0.138
C 2.335 -2.418 3.994  -0.112
O 2.148 -1.026 4.164  -0.187
C 2.196 -0.295 2.950  -0.203
C 0.816 0.077 2.461  -0.206
O 0.067 -1.065 2.079  -0.206
C -0.897 -1.460 3.038  -0.111
H 2.123 -2.894 4.950  0.089
H 1.660 -2.825 3.237  0.083
H 3.370 -2.641 3.712  0.088
H 2.721 -0.866 2.178  0.122
H 2.764 0.621 3.138  0.127
H 0.918 0.713 1.575  0.116
H 0.285 0.645 3.231  0.128
H -1.719 -0.736 3.085  0.088
H -0.455 -1.566 4.032  0.085
H -1.297 -2.422 2.723  0.090
C 5.118 0.586 -1.854  -0.110
O 4.316 -0.227 -2.690  -0.188
C 3.403 -1.046 -1.977  -0.204
C 2.000 -0.486 -2.013  -0.206
O 1.910 0.738 -1.298  -0.207
C 1.882 1.875 -2.141  -0.108
H 5.659 1.278 -2.497  0.089
H 4.512 1.156 -1.146  0.082
H 5.844 -0.021 -1.301  0.089
H 3.727 -1.172 -0.940  0.123
H 3.403 -2.031 -2.454  0.127
H 1.322 -1.197 -1.529  0.124
H 1.672 -0.354 -3.048  0.127
H 0.929 1.939 -2.678  0.083
H 2.701 1.861 -2.864  0.085
H 1.984 2.754 -1.506  0.090